105
Properties=species:S:1:pos:R:3:mulliken_spin:R:1 method="wB97M-V/def2-TZVPD" energy_ha=-2184.459780 charge=+2 e_lumo_ev="-4.678 / -7.572" gap_ha="0.329 / 0.227" spin_multiplicity=5
Pt -0.436 0.081 -0.704 2.00
O -2.674 -0.437 -0.918 0.05
C -3.009 -1.747 -1.360 0.01
C -1.767 -2.479 -1.799 0.00
C -1.889 -3.743 -2.356 0.01
C -0.750 -4.438 -2.716 -0.01
C 0.491 -3.847 -2.520 0.01
C 0.540 -2.585 -1.970 0.01
N -0.569 -1.918 -1.617 0.11
H -3.394 0.189 -1.039 0.00
H -3.714 -1.708 -2.191 0.00
H -3.475 -2.301 -0.541 0.00
H -2.874 -4.172 -2.495 0.00
H -0.828 -5.427 -3.149 0.00
H 1.409 -4.347 -2.794 0.00
H 1.484 -2.084 -1.808 -0.01
N -0.524 1.196 -2.504 0.75
C -0.148 2.121 -3.263 -0.07
C 0.793 3.205 -2.878 0.00
C 1.685 3.029 -1.820 -0.06
C 2.612 4.009 -1.518 0.00
C 2.631 5.192 -2.246 -0.01
C 1.715 5.393 -3.269 0.01
C 0.804 4.400 -3.594 -0.01
C -0.718 2.080 -4.650 0.12
C 0.129 2.136 -5.754 0.00
C -0.408 2.087 -7.029 0.00
C -1.784 1.987 -7.204 0.01
C -2.625 1.921 -6.104 0.00
C -2.092 1.956 -4.823 0.00
H 1.656 2.113 -1.242 0.17
H 3.328 3.851 -0.721 0.00
H 3.357 5.960 -2.012 0.00
H 1.714 6.321 -3.824 0.00
H 0.096 4.564 -4.396 0.00
H 1.201 2.209 -5.616 0.00
H 0.247 2.132 -7.888 0.00
H -2.200 1.967 -8.203 0.00
H -3.695 1.845 -6.241 0.00
H -2.742 1.921 -3.958 0.00
C 4.382 -0.131 1.199 0.01
C 3.106 -0.441 0.409 -0.01
C 3.227 0.042 -1.040 0.04
C 2.781 -1.927 0.467 -0.03
C 3.664 -2.831 -0.113 -0.01
C 3.437 -4.196 -0.044 0.00
C 2.299 -4.665 0.588 0.00
C 1.380 -3.804 1.185 -0.01
C 0.148 -4.467 1.795 -0.01
C -1.155 -3.668 1.740 0.04
C 0.418 -4.984 3.212 0.00
C 1.661 -2.436 1.128 -0.01
N 0.808 -1.493 1.814 0.06
B -0.129 -0.474 1.259 0.10
N -0.637 0.177 2.496 0.06
C -0.071 -0.394 3.558 0.45
C 0.798 -1.426 3.143 0.22
C -1.476 1.355 2.637 0.04
C -2.811 1.255 3.050 0.00
C -3.520 2.448 3.172 0.00
C -2.933 3.676 2.922 0.00
C -1.605 3.740 2.542 0.01
C -0.849 2.584 2.391 -0.13
C 0.623 2.665 2.001 0.17
C 1.531 2.572 3.238 0.01
C 0.968 3.932 1.218 -0.02
C -3.556 -0.018 3.442 0.00
C -3.777 -0.979 2.279 -0.01
C -2.968 -0.732 4.666 0.00
H 4.522 0.947 1.287 0.00
H 5.261 -0.540 0.697 0.00
H 4.343 -0.555 2.204 0.00
H 2.290 0.115 0.883 -0.05
H 3.890 -0.602 -1.617 0.00
H 3.637 1.052 -1.078 0.00
H 2.257 0.057 -1.549 0.01
H 4.557 -2.465 -0.603 0.00
H 4.143 -4.889 -0.481 0.00
H 2.103 -5.731 0.618 0.00
H -0.014 -5.349 1.171 0.00
H -1.262 -2.988 2.587 0.01
H -2.004 -4.353 1.778 0.00
H -1.233 -3.088 0.817 0.00
H 0.513 -4.162 3.927 0.00
H 1.334 -5.573 3.253 0.00
H -0.407 -5.614 3.546 0.00
H -0.261 -0.066 4.569 -0.01
H 1.428 -2.047 3.764 -0.04
H -4.556 2.406 3.484 0.00
H -3.510 4.585 3.034 0.00
H -1.151 4.705 2.372 0.00
H 0.841 1.809 1.348 -0.02
H 1.179 3.249 4.018 0.00
H 2.551 2.858 2.981 0.00
H 1.572 1.566 3.660 0.00
H 0.913 4.816 1.854 0.00
H 0.309 4.078 0.361 0.01
H 1.994 3.868 0.854 0.00
H -4.546 0.325 3.742 0.00
H -2.838 -1.277 1.810 0.02
H -4.397 -0.500 1.520 0.00
H -4.286 -1.881 2.623 0.00
H -2.100 -1.344 4.412 0.02
H -3.713 -1.403 5.094 0.00
H -2.681 -0.019 5.441 0.00

=====

131
Properties=species:S:1:pos:R:3:mulliken_charge:R:1 method="wB97M-V/def2-TZVPD" energy_ha=-4980.999619 e_lumo_ev=-0.685 gap_ha=0.250
C -1.000 0.578 0.694 -1.32
C -1.140 0.197 -0.785 0.83
S -2.563 1.057 -1.496 -0.09
C -2.949 0.122 -3.031 -1.92
C -2.006 -1.034 -3.158 0.06
C -0.863 -0.809 -3.917 -0.64
C 0.116 -1.769 -4.102 -0.26
C 1.338 -1.456 -4.942 1.33
F 1.135 -2.002 -6.173 -0.34
F 2.479 -1.991 -4.478 -0.24
C 1.596 0.046 -5.249 -0.10
F 0.582 0.538 -5.966 -0.28
F 2.678 0.081 -6.060 -0.41
C 1.936 1.006 -4.057 1.24
F 0.858 1.629 -3.573 -0.09
F 2.737 1.973 -4.550 -0.36
C 2.733 0.401 -2.871 0.32
F 3.906 -0.026 -3.306 -0.25
F 2.991 1.403 -2.012 -0.41
F 2.091 -0.533 -2.212 -0.15
C -0.098 -3.026 -3.514 0.26
C -1.243 -3.258 -2.734 0.13
C -2.220 -2.262 -2.516 0.96
P -3.680 -2.618 -1.364 0.57
N -5.135 -2.385 -2.255 -0.71
O -3.698 -1.367 -0.313 -0.44
C -1.406 -4.627 -2.123 -0.38
O -2.463 -5.178 -2.003 -0.53
C -0.151 -5.306 -1.709 0.69
C -0.125 -6.166 -0.620 -0.67
C 1.063 -6.810 -0.300 -0.76
C 2.196 -6.586 -1.079 -0.62
C 2.171 -5.732 -2.176 -1.00
C 0.981 -5.084 -2.491 0.51
C 0.842 -4.192 -3.671 0.03
O 1.425 -4.448 -4.691 -0.55
H -1.974 0.738 1.145 0.43
H -0.570 -0.292 1.192 0.15
H -0.317 1.406 0.849 0.17
H -0.240 0.498 -1.316 0.10
H -1.251 -0.881 -0.805 -0.16
H -2.823 0.801 -3.869 0.61
H -3.980 -0.206 -3.021 0.43
H -0.787 0.169 -4.362 0.65
H -5.109 -2.767 -3.192 0.29
H -5.484 -1.432 -2.248 0.27
H -4.254 -1.667 0.425 0.29
H -1.031 -6.336 -0.056 0.60
H 1.093 -7.497 0.531 0.43
H 3.112 -7.107 -0.847 0.45
H 3.064 -5.598 -2.764 0.64
C -2.764 -2.745 2.615 0.43
O -3.877 -3.101 2.246 -0.81
N -1.626 -3.363 2.174 -0.17
N -2.573 -1.703 3.470 -0.14
H -0.704 -3.089 2.453 0.12
H -1.741 -4.127 1.535 0.14
H -3.392 -1.226 3.796 0.15
H -1.671 -1.372 3.772 0.29
C 1.630 4.672 -0.223 0.54
O 1.030 3.937 0.535 -0.49
N 2.300 4.203 -1.329 -0.28
N 1.699 6.026 -0.046 -0.38
H 2.812 4.796 -1.954 0.14
H 2.283 3.214 -1.504 0.16
H 1.225 6.407 0.749 0.22
H 2.187 6.644 -0.665 0.14
C -1.649 3.553 3.011 0.75
O -2.416 2.600 2.948 -0.60
N -0.706 3.591 3.995 -0.36
N -1.670 4.591 2.138 -0.16
H -0.041 4.329 4.121 0.15
H -0.690 2.802 4.615 0.16
H -2.334 4.560 1.387 0.15
H -1.033 5.361 2.181 0.04
C -1.474 -0.462 5.815 0.52
O -1.275 -0.824 4.653 -0.60
N -2.303 0.554 6.152 -0.27
N -0.855 -1.052 6.875 -0.43
H -2.441 0.846 7.103 0.21
H -2.785 1.037 5.412 0.17
H -0.207 -1.795 6.680 0.16
H -0.995 -0.758 7.824 0.25
C 2.363 -1.726 5.018 0.63
O 2.102 -1.445 6.181 -0.64
N 3.491 -2.425 4.680 -0.42
N 1.553 -1.377 3.985 -0.10
H 3.726 -2.672 3.738 0.15
H 4.103 -2.699 5.425 0.23
H 0.693 -0.891 4.204 0.01
H 1.751 -1.602 3.029 0.15
C -5.801 4.511 4.563 0.55
O -6.126 4.800 5.703 -0.67
N -4.651 3.846 4.263 -0.14
N -6.579 4.837 3.481 -0.36
H -4.366 3.600 3.333 0.10
H -4.056 3.588 5.027 0.09
H -7.435 5.326 3.663 0.20
H -6.336 4.609 2.536 0.17
C -2.042 4.895 -1.748 0.59
O -1.972 5.199 -0.571 -0.69
N -0.982 4.389 -2.451 -0.13
N -3.196 5.041 -2.472 -0.40
H -1.031 4.144 -3.421 0.15
H -0.116 4.262 -1.959 0.10
H -3.995 5.409 -1.990 0.23
H -3.279 4.798 -3.440 0.14
C 3.964 0.871 -10.159 0.60
O 4.024 1.069 -11.357 -0.64
N 4.113 -0.373 -9.609 -0.33
N 3.741 1.880 -9.259 -0.33
H 4.062 -0.556 -8.625 0.18
H 4.275 -1.135 -10.239 0.20
H 3.623 2.804 -9.628 0.19
H 3.688 1.737 -8.268 0.18
C 0.064 1.700 9.104 0.59
O -0.957 1.838 8.444 -0.64
N 1.075 0.871 8.712 -0.29
N 0.266 2.366 10.279 -0.43
H 1.920 0.744 9.236 0.16
H 0.963 0.369 7.844 0.23
H -0.463 2.982 10.587 0.24
H 1.093 2.271 10.835 0.15
C 5.781 -3.722 -2.202 0.67
O 5.201 -4.785 -2.070 -0.61
N 6.820 -3.348 -1.394 -0.42
N 5.438 -2.819 -3.168 -0.27
H 7.311 -2.480 -1.487 0.15
H 7.096 -3.992 -0.677 0.23
H 4.679 -3.064 -3.778 0.14
H 5.900 -1.940 -3.296 0.15

=====

17
Properties=species:S:1:pos:R:3:mulliken_charge:R:1 method="wB97M-V/def2-TZVPD" e_above_lowest_kcal_mol=87.4 smiles="C/C=C/C=C/O.O" energy_ha=-346.886202 e_lumo_ev=0.547 gap_ha=0.309
C -1.474 2.435 -0.919 -0.95
C -0.305 1.407 -1.343 -0.27
C 0.719 0.994 -0.586 -0.23
C 1.081 -0.427 -0.650 -0.08
C 1.857 -1.089 0.328 -0.39
O 1.996 -2.438 0.427 -0.50
H -2.239 2.069 -0.084 0.22
H -1.013 3.303 -0.468 0.29
H -2.162 2.769 -1.733 0.30
H -0.538 1.104 -2.360 0.34
H 1.014 1.537 0.288 0.31
H 0.655 -1.058 -1.468 0.27
H 2.246 -0.602 1.225 0.37
H 1.082 -2.911 0.450 0.33
H -0.548 -1.773 2.374 0.31
H -1.072 -3.086 2.473 0.32
O -1.298 -2.234 2.046 -0.63

=====

9
Properties=species:S:1:pos:R:3:mulliken_charge:R:1 method="wB97M-V/def2-TZVPD" e_above_lowest_kcal_mol=83.1 energy_ha=-660.442035 e_lumo_ev="0.024 / -0.082" gap_ha="0.291 / 0.320"
N 0.364 0.374 -1.716 -0.18
N -0.620 -0.811 1.563 -0.48
O 1.182 0.626 0.751 -0.56
O -0.723 0.363 -1.013 -0.39
S -0.240 0.801 1.143 0.54
H 1.008 -0.320 -1.375 0.27
H 0.564 1.326 -1.958 0.26
H 0.064 -1.416 1.133 0.28
H -1.599 -0.943 1.472 0.27

=====

20
Properties=species:S:1:pos:R:3:mulliken_charge:R:1 method="wB97M-V/def2-TZVPD" e_above_lowest_kcal_mol=33.8 smiles=CC[C@@H](C)CC[O-] energy_ha=-311.578213 charge=-1 e_lumo_ev=3.580 gap_ha=0.209
C 1.415 1.661 1.156 -0.38
O 2.583 1.715 1.927 -0.92
C 0.884 0.142 1.147 -1.05
C -0.231 -0.007 0.100 0.73
C -1.609 0.490 0.570 -1.15
C -0.183 -1.327 -0.622 -0.50
C -0.545 -1.244 -2.095 -1.26
H 1.592 1.893 0.114 0.22
H 0.579 2.420 1.487 0.08
H 0.652 -0.370 2.065 0.48
H 1.755 -0.337 0.746 0.31
H 0.137 0.755 -0.633 -0.03
H -2.429 -0.238 0.375 0.33
H -1.902 1.403 0.013 0.21
H -1.320 0.573 1.742 0.32
H 0.912 -1.723 -0.614 0.25
H -0.680 -2.151 -0.033 0.35
H -0.691 -2.233 -2.592 0.34
H -1.277 -0.493 -2.202 0.35
H 0.356 -0.930 -2.653 0.30

=====

13
Properties=species:S:1:pos:R:3:mulliken_charge:R:1 method="wB97M-V/def2-TZVPD" e_above_lowest_kcal_mol=128.9 energy_ha=-606.348562 e_lumo_ev="-0.970 / -0.970" gap_ha="0.250 / 0.250"
C -0.230 0.597 -0.998 -0.44
C -1.388 -0.953 0.285 -0.94
N -0.793 1.123 1.226 -0.95
N -0.777 0.354 0.165 0.67
O 2.704 -0.862 -0.357 -0.36
P 3.436 0.403 -0.524 0.31
H -0.137 -0.152 -1.799 0.17
H 3.091 1.344 0.721 0.05
H -0.005 1.686 -1.339 0.33
H -0.688 -1.674 0.846 0.31
H -2.374 -1.042 0.606 0.40
H -1.323 -1.584 -0.696 0.23
H -1.516 0.760 1.866 0.22

=====

25
Properties=species:S:1:pos:R:3:mulliken_charge:R:1 method="wB97M-V/def2-TZVPD" e_above_lowest_kcal_mol=80.9 energy_ha=-439.837643 e_lumo_ev=-0.089 gap_ha=0.237
C 1.231 -0.630 0.361 0.24
C 2.350 -0.153 1.282 -1.56
C -1.713 1.907 -1.024 -1.52
C -2.026 -0.560 1.196 -1.40
C 0.569 0.964 -0.402 0.28
C -0.793 0.815 -0.547 0.17
C -1.265 -0.443 -0.091 0.63
N 1.668 -1.324 -0.839 -0.59
N -1.343 -1.491 -0.937 -0.24
N 1.475 1.690 -0.901 -0.88
H 0.624 -1.335 0.933 0.30
H 2.186 -0.687 -1.437 0.26
H 2.276 -2.109 -0.622 0.23
H -0.612 -1.551 -1.635 0.35
H -1.704 -2.373 -0.610 0.24
H 1.733 2.506 -0.349 0.19
H 2.979 -0.994 1.595 0.41
H 1.940 0.316 2.178 0.31
H 2.994 0.568 0.777 0.38
H -2.514 2.124 -0.313 0.34
H -1.148 2.827 -1.169 0.39
H -2.182 1.645 -1.978 0.28
H -1.564 0.051 1.969 0.33
H -3.036 -0.169 1.034 0.40
H -2.125 -1.595 1.530 0.46

=====

16
Properties=species:S:1:pos:R:3:mulliken_charge:R:1 method="wB97M-V/def2-TZVPD" e_above_lowest_kcal_mol=34.7 energy_ha=-832.711168 charge=-1 e_lumo_ev=3.783 gap_ha=0.324
C 1.324 -0.665 -1.126 -0.12
C 2.347 -1.115 0.622 -0.13
C 0.353 -0.716 -0.178 -0.50
C -1.187 1.969 -0.420 -0.54
N 2.590 -0.915 -0.610 -0.67
N 1.076 -1.058 0.961 0.02
O -2.769 -1.483 -0.486 -0.73
O -2.058 -0.030 1.497 -0.65
O -1.967 0.887 -0.794 -0.28
P -1.932 -0.419 0.138 1.00
H 1.320 -0.388 -2.191 0.39
H 3.077 -1.522 1.342 0.33
H -1.653 2.871 -0.962 0.21
H -0.055 1.659 -0.447 0.21
H -1.253 2.045 0.731 0.26
H 0.787 -1.121 1.923 0.21